(1)
97
Properties=species:S:1:pos:R:3 method="wB97M-V/def2-TZVPD" molar_mass_g_mol=872.92 s2=0.7776 e_tot_ev=-156236.038 multiplicity=2 charge=+1
V 1.312 1.051 3.044
S -0.587 1.233 -4.056
S -0.741 3.590 1.494
S 4.765 0.142 2.556
S -1.718 0.302 4.879
S -3.217 -3.038 -1.572
S 2.038 -2.285 -2.929
O 1.415 0.727 0.861
O -2.646 -3.326 -0.123
O -1.791 -0.708 5.858
O 0.100 -0.816 -0.129
O -1.850 0.614 -4.300
O 0.321 1.009 -5.322
O -0.451 0.756 4.428
O 2.285 -1.758 -1.623
O 1.785 1.979 4.209
O 5.508 1.371 3.129
O 0.198 0.910 -2.912
O 5.334 -1.064 3.043
O 0.090 -0.487 2.089
O -2.389 1.609 5.422
O 1.148 -3.563 -2.723
O -0.270 4.925 1.620
O -2.275 3.521 1.811
O 1.435 -1.472 -3.925
O -4.436 -2.350 -1.373
O -3.154 -4.242 -2.336
O 3.391 0.429 2.839
O -0.123 2.545 2.242
C -2.728 -0.086 3.487
C -1.810 -4.503 0.058
C -4.304 4.540 2.585
C -1.973 -1.940 -2.159
C 7.505 2.289 2.087
C -0.021 -5.462 -3.565
C 0.534 -0.189 0.936
C 0.431 -4.059 -3.894
C -0.747 2.986 -4.102
C 3.535 -2.966 -3.591
C 6.970 1.351 3.132
C -3.605 1.453 6.244
C -0.764 3.099 -0.200
C 4.981 0.265 0.827
C -4.656 2.390 5.706
C -0.596 -0.589 -6.937
C -2.811 4.457 2.787
C -0.327 0.861 -6.600
C -1.101 -4.301 1.380
H 0.310 1.310 -7.362
H 7.339 0.334 3.015
H -3.318 1.689 7.261
H 0.278 2.954 -0.474
H -1.241 1.461 -6.639
H -3.147 0.838 3.099
H 7.248 3.319 2.332
H 4.334 -2.290 -3.300
H 7.032 2.093 1.122
H -0.332 -5.058 1.535
H -1.199 -0.682 -7.837
H 0.246 3.369 -3.872
H 4.815 1.292 0.525
H 1.091 -4.072 -4.759
H -0.674 -5.498 -2.694
H 0.363 -1.085 -7.111
H -4.740 5.155 3.371
H 0.830 -6.112 -3.349
H -2.219 -1.741 -3.199
H -3.956 0.433 6.108
H -0.448 -3.438 -4.047
H 0.825 -0.740 -0.780
H -1.838 -4.444 2.175
H -4.414 3.431 5.913
H -1.207 3.907 -0.775
H -4.883 2.201 4.661
H -5.560 2.186 6.290
H 3.686 -3.981 -3.241
H -0.973 3.267 -5.128
H 3.390 -2.955 -4.668
H -2.460 -5.372 0.130
H -0.662 -3.315 1.522
H -1.484 3.316 -3.379
H -3.551 -0.692 3.867
H -1.399 2.218 -0.254
H -2.589 4.091 3.791
H 7.255 1.697 4.123
H -2.367 5.443 2.670
H -4.546 5.023 1.635
H 4.296 -0.447 0.363
H -0.568 -5.892 -4.403
H -1.138 -4.603 -0.793
H -1.074 -1.108 -6.109
H -1.084 -2.567 -2.066
H -4.773 3.557 2.536
H 8.581 2.173 1.991
H -2.150 -0.667 2.771
H -1.884 -1.059 -1.541
H 5.966 -0.138 0.592



(2)
86
Properties=species:S:1:pos:R:3 method="wB97M-V/def2-TZVPD" molar_mass_g_mol=646.70 e_tot_ev=-56785.964 multiplicity=1 charge=-1
O -1.329 -8.997 5.114
O 0.460 2.500 0.497
O -0.041 -0.485 -0.835
N 0.366 3.040 -2.774
N 0.655 -3.873 1.610
N 0.180 0.433 1.359
N -1.661 1.018 -0.195
N 2.154 -0.277 -1.311
N -1.408 -3.307 2.119
N 0.597 1.602 1.373
C 0.200 -7.594 3.841
C -0.882 0.004 0.356
C -2.202 4.567 -5.058
C -2.940 1.101 0.135
C -2.925 -0.956 1.297
C 1.228 -0.912 -0.623
C -3.204 3.613 -4.961
C -2.085 -6.959 4.253
C 2.795 3.576 3.634
C -4.039 1.410 -4.046
C 1.406 1.165 3.668
C 0.378 -6.405 3.136
C -0.487 -4.225 2.245
C 2.158 1.553 4.767
C -3.630 0.189 0.917
C -1.002 4.423 -4.367
C 1.369 1.997 2.567
C -0.730 3.304 -3.524
C 2.854 2.756 4.751
C -0.851 -2.301 1.346
C 2.136 3.970 -4.277
C -1.039 -7.869 4.403
C -1.792 2.341 -3.485
C 3.419 -0.684 -1.219
C -2.981 2.484 -4.161
C 2.827 -2.367 0.344
C -1.595 -1.100 1.007
C 1.562 3.873 -2.850
C -0.289 -9.938 5.292
C -1.891 -5.790 3.551
C 3.806 -1.729 -0.404
C -0.651 -5.492 2.981
C 2.046 3.198 2.527
C -2.410 5.790 -5.921
C 1.398 5.271 -2.221
C 0.442 -2.637 1.012
C 1.496 -1.981 0.250
C 2.623 3.149 -2.012
Li -0.078 1.870 -1.259
H -2.696 -5.077 3.426
H -4.915 1.657 -4.649
H 0.062 -10.328 4.333
H -3.417 -1.770 1.817
H 4.844 -2.028 -0.340
H 1.028 -8.278 3.941
H 0.555 -9.503 5.833
H -4.365 1.282 -3.011
H -4.682 0.319 1.125
H -3.387 5.766 -6.407
H 2.365 5.782 -2.150
H -3.043 -7.192 4.698
H 1.983 3.810 1.638
H -0.273 5.209 -4.486
H 2.319 2.959 -4.650
H 3.439 3.054 5.612
H 3.118 -3.157 1.028
H 4.143 -0.135 -1.812
H -3.471 1.933 -0.321
H 1.471 -4.444 1.496
H 2.333 3.115 -0.955
H -1.644 1.437 -2.897
H 0.995 5.157 -1.210
H -3.660 0.442 -4.383
H 2.726 2.120 -2.365
H 3.336 4.514 3.615
H 1.356 -6.208 2.712
H 3.087 4.514 -4.274
H -2.352 6.708 -5.329
H -0.710 -10.751 5.877
H 3.591 3.655 -2.088
H 0.852 0.236 3.651
H 0.720 5.914 -2.775
H 1.466 4.463 -4.979
H -1.647 5.860 -6.701
H 2.197 0.911 5.637
H -4.137 3.730 -5.503



(3)
61
Properties=species:S:1:pos:R:3 method="wB97M-V/def2-TZVPD" molar_mass_g_mol=426.51 smiles="COC(=O)[C@@H](Cc1ccc(O)cc1)NC(=O)[C@H](C)NC(=O)c1ccc(C(C)(C)C)cc1" e_tot_ev=-38594.842 multiplicity=1
O -2.115 -0.749 2.100
O 0.424 -0.833 -1.573
O -7.589 -1.541 -0.313
O 0.239 1.757 0.465
O -1.025 3.612 0.351
N 0.468 -1.865 0.430
N -1.674 0.104 0.049
C 5.229 -0.257 -0.217
C 3.289 -0.800 -1.547
C -6.541 -0.676 -0.392
C -2.100 1.448 0.336
C -4.444 -0.099 -1.404
C 4.635 -0.499 -1.450
C -5.374 1.311 0.284
C -0.919 2.415 0.384
C 7.449 0.102 -1.396
C 6.822 1.479 0.574
C -1.242 -3.327 1.380
C -4.355 1.044 -0.618
C -3.144 1.928 -0.688
C 4.418 -0.327 0.915
C 1.437 2.523 0.495
C -6.461 0.464 0.398
C -5.523 -0.953 -1.298
C -1.663 -0.865 0.981
C -0.959 -2.141 0.475
C 6.701 0.086 -0.060
C 2.494 -0.891 -0.411
C 7.365 -0.959 0.848
C 3.076 -0.640 0.828
C 1.047 -1.178 -0.577
H 1.841 2.511 1.508
H 7.259 -1.953 0.417
H -5.320 2.192 0.907
H -1.167 -0.055 -0.818
H 6.920 -0.968 1.838
H -0.652 -4.189 1.078
H 2.834 -0.973 -2.511
H 5.213 -0.449 -2.358
H 7.040 0.854 -2.066
H -3.395 2.963 -0.458
H -2.699 1.888 -1.684
H -2.552 1.427 1.338
H 2.140 2.054 -0.191
H -3.658 -0.323 -2.110
H -7.250 0.685 1.105
H -1.012 -3.068 2.411
H 1.228 3.551 0.194
H -8.212 -1.235 0.358
H 7.406 -0.871 -1.880
H -5.596 -1.841 -1.906
H 6.335 2.223 -0.054
H 8.425 -0.741 0.954
H 2.480 -0.649 1.729
H 7.870 1.751 0.680
H 0.994 -2.071 1.264
H -2.297 -3.581 1.326
H 8.496 0.343 -1.221
H -1.285 -2.341 -0.552
H 6.362 1.510 1.558
H 4.836 -0.129 1.891